The following is a DFT calculation (the ωB97M-V functional and the def2-TZVPD basis) of a structure of composition C36H30NP2PbS2Se.

Each line ends with the Mulliken charge.
Positions of all 73 atoms, in Å:
Pb -0.1587 2.4845 -2.9888  0.67
S -1.9631 1.4389 -4.5204  -0.47
C -3.4594 2.1480 -3.9113  0.51
C -4.6695 1.6503 -4.4251  -0.64
C -5.8954 2.1346 -4.0032  -0.48
C -5.9414 3.1451 -3.0470  -0.50
C -4.7600 3.6551 -2.5365  -0.70
C -3.5055 3.1772 -2.9530  0.46
S -2.0885 3.9443 -2.2267  -0.41
H -4.6220 0.8627 -5.1681  0.36
H -6.8130 1.7224 -4.4136  0.33
H -6.8919 3.5305 -2.6998  0.34
H -4.7848 4.4460 -1.7917  0.36
Se 1.9177 4.4732 -1.2165  -0.39
C 2.9035 4.5012 0.3978  -0.20
C 4.0299 3.6895 0.6070  -0.07
C 4.7058 3.7346 1.8189  -0.33
N 4.3637 4.5181 2.8477  -0.70
C 3.2947 5.3024 2.6433  -0.28
C 2.5530 5.3328 1.4732  -0.30
H 4.3739 3.0282 -0.1809  0.36
H 5.5765 3.1004 1.9772  0.34
H 3.0161 5.9446 3.4771  0.36
H 1.6928 5.9861 1.3821  0.38
C -0.9806 -1.3978 -0.0743  -1.70
P -0.2481 0.1528 -0.8099  0.15
C 1.4398 -0.3482 -1.3095  0.67
C 1.5931 -1.5223 -2.0531  -0.96
C 2.8089 -1.8372 -2.6415  -0.58
C 3.8880 -0.9686 -2.5170  -0.75
C 3.7395 0.2170 -1.8099  -0.53
C 2.5230 0.5335 -1.2144  0.10
C -0.1089 1.1766 0.6994  1.09
C -1.2345 1.9505 0.9803  -0.71
C -1.2740 2.7609 2.1091  -0.84
C -0.1821 2.8072 2.9627  -0.43
C 0.9389 2.0322 2.7001  -0.77
C 0.9759 1.2183 1.5783  -0.01
P -0.0384 -2.1586 1.3425  0.35
C -1.3957 -3.1190 2.1445  0.54
C -1.2721 -4.4640 2.4978  -0.52
C -2.2783 -5.1097 3.2100  -0.61
C -3.4225 -4.4217 3.5890  -0.42
C -3.5482 -3.0762 3.2650  -0.66
C -2.5405 -2.4312 2.5603  -0.50
C 0.8994 -3.4843 0.4772  0.39
C 0.3152 -4.4170 -0.3827  -0.07
C 1.0954 -5.3530 -1.0469  -0.78
C 2.4747 -5.3736 -0.8537  -0.42
C 3.0649 -4.4621 0.0092  -0.64
C 2.2775 -3.5241 0.6714  -0.39
H -1.1546 -2.1301 -0.8592  0.75
H -1.9543 -1.0852 0.2943  0.78
H 0.7589 -2.2045 -2.1687  0.37
H 2.9117 -2.7601 -3.2017  0.42
H 4.8334 -1.2012 -2.9950  0.39
H 4.5671 0.9168 -1.7388  0.41
H 2.4073 1.4920 -0.7141  0.16
H -2.0744 1.9383 0.2964  0.39
H -2.1461 3.3767 2.2970  0.42
H -0.1911 3.4659 3.8242  0.38
H 1.7996 2.0802 3.3588  0.36
H 1.8548 0.6191 1.3892  0.41
H -0.3852 -5.0168 2.2128  0.36
H -2.1649 -6.1571 3.4695  0.37
H -4.2075 -4.9268 4.1393  0.36
H -4.4304 -2.5234 3.5694  0.38
H -2.6421 -1.3715 2.3422  0.39
H -0.7598 -4.4109 -0.5334  0.41
H 0.6301 -6.0669 -1.7183  0.39
H 3.0847 -6.0999 -1.3793  0.38
H 4.1390 -4.4710 0.1592  0.40
H 2.7393 -2.7948 1.3303  0.34

Calculated values
Charge   -1
Molar mass   888.88 g/mol
HOMO level   -3.9 eV
E_LUMO   2.198 eV
Orbital gap   6.134 eV
Energy relative to the best compared isomer or geometry (same formula, charge and spin)   0.324 eV
Energy   -5518.0877 hartree
Multiplicity   1

The following is a DFT calculation (the ωB97M-V functional and the def2-TZVPD basis) of a structure of composition C24H13Cl56FGaO in a non-equilibrium geometry.

Each line ends with the Mulliken charge.
Positions of all 96 atoms, in Å:
C -5.8124 2.1857 -1.3078  -1.46
C -4.5590 1.4562 -0.8195  0.94
C -4.3533 0.1015 -0.9944  -0.47
C -3.1795 -0.5079 -0.5670  -0.48
C -2.2132 0.2680 0.0544  0.82
C -0.8747 -0.2602 0.5157  -0.33
Ga 0.5047 0.5477 -0.8268  0.26
C -0.4431 0.4520 -2.6745  -0.60
C -1.1943 1.7087 -3.0461  0.35
O -1.0413 2.8000 -2.5787  -0.45
F -2.1721 1.5089 -4.0263  -0.26
C -2.4378 1.6263 0.2501  -1.52
C -3.6063 2.2337 -0.1782  -0.43
H -6.1487 2.8504 -0.5034  0.44
H -6.5766 1.4374 -1.5292  0.11
H -5.5990 2.7933 -2.1949  0.27
H -5.1267 -0.4963 -1.4763  0.40
H -3.0225 -1.5698 -0.7421  0.42
H -0.7034 0.1224 1.5317  0.40
H -0.8505 -1.3553 0.5044  -0.27
H 0.6040 2.1035 -0.4073  -0.29
H 1.9197 -0.2005 -0.8016  -0.37
H -1.2326 -0.3161 -2.5841  0.21
H 0.2099 0.1173 -3.4910  0.63
H -1.6845 2.2498 0.7223  0.46
H -3.7494 3.2988 -0.0081  0.41
C 1.6523 3.0335 -6.1480  0.33
Cl 3.2850 3.3908 -5.5577  -0.08
Cl 1.6562 1.4568 -6.9564  -0.13
Cl 0.5251 3.0029 -4.7958  0.00
Cl 1.1643 4.2842 -7.3075  -0.13
C 4.3314 0.5885 2.0731  0.19
Cl 5.1593 -0.9727 1.9677  -0.11
Cl 4.5680 1.4786 0.5687  -0.04
Cl 2.6123 0.3272 2.3321  0.01
Cl 5.0093 1.5209 3.4251  -0.12
C -6.5858 0.1324 -4.8671  0.16
Cl -4.9842 0.5058 -4.2350  0.11
Cl -6.5290 -1.4063 -5.7509  -0.12
Cl -7.7504 -0.0057 -3.5435  -0.06
Cl -7.1102 1.4162 -5.9667  -0.10
C 7.0372 -3.3335 5.1688  0.19
Cl 5.7527 -4.5488 5.1487  -0.10
Cl 7.7691 -3.2753 6.7787  -0.01
Cl 8.2554 -3.7385 3.9566  -0.08
Cl 6.3719 -1.7504 4.7546  0.01
C -11.4343 -2.2506 -3.6768  0.29
Cl -10.0422 -2.6234 -4.6987  -0.07
Cl -12.8145 -1.8138 -4.6967  -0.11
Cl -11.8441 -3.6682 -2.6991  0.00
Cl -11.0397 -0.8962 -2.6098  -0.10
C 11.1424 -0.6692 2.8989  0.26
Cl 11.8054 -2.1961 2.2948  -0.12
Cl 12.2795 0.0534 4.0474  -0.12
Cl 10.8644 0.4401 1.5526  -0.04
Cl 9.5935 -0.9703 3.6836  0.02
C 0.4616 -4.4358 1.6878  0.26
Cl -0.5087 -4.9421 3.0814  -0.12
Cl 1.6495 -5.6972 1.3123  -0.12
Cl -0.5950 -4.1967 0.2933  -0.10
Cl 1.3026 -2.9331 2.0690  0.03
C -10.6054 -6.5829 -0.3434  0.37
Cl -9.9314 -7.5730 -1.6435  -0.09
Cl -12.1731 -5.9354 -0.8515  -0.11
Cl -10.8215 -7.5751 1.1046  -0.11
Cl -9.5070 -5.2475 0.0124  -0.07
C -10.0506 1.0765 -9.2799  0.32
Cl -9.7808 2.8186 -9.1295  -0.11
Cl -11.7819 0.7347 -9.1336  -0.11
Cl -9.4744 0.5265 -10.8605  -0.11
Cl -9.1708 0.2353 -8.0036  0.01
C 7.5984 -1.5346 10.5323  0.35
Cl 6.6852 -2.0931 11.9410  -0.11
Cl 8.7567 -2.7843 10.0495  -0.12
Cl 6.4870 -1.2108 9.1993  -0.07
Cl 8.4700 -0.0537 10.9461  -0.04
C 8.5498 0.8480 -1.8840  0.16
Cl 7.8602 0.1586 -0.4149  0.04
Cl 9.7072 -0.2914 -2.5895  -0.12
Cl 7.2525 1.1686 -3.0400  0.00
Cl 9.3812 2.3625 -1.4917  -0.11
C 6.0834 1.7610 -7.0791  0.36
Cl 7.8205 1.8510 -6.7549  -0.11
Cl 5.2056 1.6040 -5.5547  -0.03
Cl 5.5615 3.2323 -7.9096  -0.09
Cl 5.7469 0.3567 -8.1002  -0.11
C 8.2836 3.7972 12.2943  0.34
Cl 10.0434 3.8019 12.1109  -0.10
Cl 7.8076 2.4628 13.3523  -0.08
Cl 7.7603 5.3299 13.0051  -0.11
Cl 7.5273 3.5928 10.7108  -0.07
C -3.7890 2.5352 4.0768  0.28
Cl -3.1991 1.6131 2.6858  0.07
Cl -5.3949 3.1893 3.7093  -0.13
Cl -3.8992 1.4902 5.5122  -0.14
Cl -2.6768 3.8720 4.4142  -0.13

Calculated values
Charge   -1
Molar mass   2391.46 g/mol
HOMO level   -4.8 eV
E_LUMO   1.096 eV
Orbital gap   5.943 eV
Energy   -28792.7789 hartree
Multiplicity   1

The following is a DFT calculation (the ωB97M-V functional and the def2-TZVPD basis) of a cluster of 5 separate species, C33H37F33N3O9P2 in total in a non-equilibrium geometry.

Each line ends with the Mulliken charge.
Positions of all 117 atoms, in Å:
C -0.0830 -0.3980 6.3300  -0.23
C -0.4645 0.4004 5.3395  -1.13
C -0.5240 1.7310 4.4308  0.58
N 0.5490 2.3079 3.5802  1.00
C 1.7806 1.4816 3.5858  -0.75
C 3.0981 2.0746 2.8999  -0.76
C 3.0692 1.5860 1.3321  -0.02
F 3.2286 0.1189 1.2831  -0.34
C 0.0913 3.5220 2.9248  0.27
P 1.1219 4.5496 1.7196  -0.01
N 1.1216 6.2813 2.1702  -0.32
O 0.3205 4.4181 0.1908  -0.47
C -1.4009 3.8063 3.3616  -0.05
P -2.6440 5.1682 2.9133  0.01
O -3.9786 4.4081 2.0782  -0.44
O -1.9386 6.4105 1.9529  -0.44
N -1.6349 2.6533 4.2403  0.37
C -2.9767 2.4543 4.8738  -1.02
C -3.8975 1.4620 3.9404  -0.28
O -3.1416 0.3598 3.3715  -0.34
C -2.6856 0.6265 2.0414  0.37
O -2.7464 1.7380 1.4188  -0.50
C -1.9545 -0.6093 1.2573  -0.39
C -0.6905 -0.1048 0.3499  -0.40
H 0.3062 -1.0102 7.2385  0.40
H 1.5263 0.4443 3.1275  0.45
H 2.0448 1.2589 4.7026  0.29
H 3.2628 3.2070 3.0005  0.35
H 4.0104 1.5071 3.3588  0.40
H 3.9621 2.0398 0.7570  0.37
H 2.0567 1.8136 0.8192  0.07
H 2.0919 6.6218 1.9829  0.31
H 0.5525 6.7653 1.4322  0.27
H -0.6552 4.5381 0.3729  0.30
H -3.6697 4.1718 1.1540  0.33
H -2.3604 6.3486 1.0481  0.31
H -3.5234 3.4312 5.1528  0.43
H -2.7950 1.8658 5.8675  0.43
H -4.5508 2.0448 3.1874  0.29
H -4.6529 0.9802 4.6914  0.39
H -1.4784 -1.2515 2.1080  0.23
H -2.6830 -1.2113 0.6027  0.36
H -0.8772 -0.3660 -0.7700  0.16
H 0.2692 -0.7013 0.6442  0.19
H -0.4411 1.0099 0.4920  0.09
C 0.7101 8.9433 5.8699  -0.89
C 1.4261 7.6024 5.6156  0.83
C 0.5212 6.3718 5.5578  0.54
F -0.1435 6.1599 6.7098  -0.27
F 1.2595 5.2495 5.3359  -0.26
F 2.4125 7.4464 6.5323  -0.29
F 2.0557 7.7100 4.4066  -0.29
O 0.6976 9.4250 7.2196  -0.40
C -0.3179 8.9158 8.0663  0.76
C 0.2402 8.0848 9.2266  0.19
F 0.9780 7.0404 8.7870  -0.20
F -0.7635 7.5636 9.9763  -0.25
F -1.2256 8.2457 7.3244  -0.27
F -0.9685 9.9978 8.5579  -0.29
H 1.2827 9.7009 5.3250  0.47
H -0.2862 8.9763 5.4183  0.36
H -0.2072 6.4538 4.7462  -0.03
H 0.8740 8.6956 9.8749  0.25
C -0.4171 -5.6872 -2.7447  -0.60
C -1.3603 -4.4789 -2.5869  0.93
C -0.8068 -3.3098 -1.7738  0.39
F -0.5178 -3.6516 -0.5030  -0.28
F -1.7257 -2.3088 -1.6955  -0.31
F -2.5467 -4.9055 -2.0882  -0.29
F -1.6308 -4.0184 -3.8470  -0.32
O -0.6201 -6.7792 -1.8382  -0.43
C -0.0056 -6.6720 -0.5667  0.79
C -1.0224 -6.5949 0.5772  0.20
F -1.8638 -5.5463 0.4320  -0.19
F -0.3978 -6.4297 1.7712  -0.26
F 0.8617 -5.6374 -0.5737  -0.26
F 0.7505 -7.7876 -0.4242  -0.29
H -0.6313 -6.1160 -3.7290  0.18
H 0.6355 -5.3928 -2.7993  0.44
H 0.0940 -2.8959 -2.2357  0.03
H -1.6249 -7.5058 0.6260  0.24
C 3.1520 1.0302 -5.5436  -0.71
C 3.8901 -0.2977 -5.8038  0.87
C 3.0045 -1.5400 -5.8969  0.09
F 2.3206 -1.7777 -4.7593  -0.18
F 3.7616 -2.6451 -6.1199  -0.28
F 4.8606 -0.4543 -4.8701  -0.27
F 4.5416 -0.1623 -6.9981  -0.33
O 3.1075 1.4915 -4.1860  -0.39
C 2.0840 0.9570 -3.3673  0.73
C 2.6316 0.1159 -2.2096  0.40
F 3.3904 -0.9108 -2.6497  -0.22
F 1.6203 -0.4303 -1.4863  -0.18
F 1.1995 0.2868 -4.1353  -0.28
F 1.4091 2.0240 -2.8707  -0.25
H 3.7249 1.8032 -6.0659  0.41
H 2.1643 1.0574 -6.0138  0.32
H 2.2903 -1.4570 -6.7209  0.27
H 3.2453 0.7244 -1.5399  -0.06
C -2.4789 -8.0621 -8.6078  -0.73
C -2.8959 -8.2939 -7.1422  0.87
C -2.4116 -7.2443 -6.1427  0.21
F -1.0661 -7.1698 -6.0820  -0.28
F -2.8297 -7.5530 -4.8866  -0.29
F -2.5184 -9.5407 -6.7675  -0.27
F -4.2633 -8.2947 -7.1134  -0.33
O -1.3272 -8.7770 -9.0746  -0.40
C -0.0648 -8.1957 -8.8009  0.74
C 0.7904 -9.0527 -7.8614  0.21
F 0.1705 -9.2755 -6.6811  -0.19
F 1.9635 -8.4337 -7.5739  -0.25
F -0.2399 -6.9341 -8.3531  -0.25
F 0.5583 -8.0797 -9.9990  -0.29
H -3.2977 -8.4521 -9.2212  0.42
H -2.4277 -6.9994 -8.8638  0.35
H -2.8042 -6.2529 -6.3859  0.29
H 1.0137 -10.0230 -8.3129  0.23

Calculated values
Charge   +1
Molar mass   1308.55 g/mol
HOMO level   -11.8 eV
E_LUMO   -4.033 eV
Orbital gap   7.774 eV
Energy   -6098.8881 hartree
Multiplicity   1

The following is a DFT calculation (the ωB97M-V functional and the def2-TZVPD basis) of a cluster of 2 separate species, C2H10NO in total in a non-equilibrium geometry.

Each line ends with the Mulliken charge.
Positions of all 14 atoms, in Å:
O 1.6413 1.2093 0.3998  -0.60
H 1.8773 2.0596 0.0128  0.32
H 0.1688 0.8334 0.4977  0.44
H 2.4574 0.7465 0.6002  0.31
C -0.6130 0.0638 -1.2849  -0.88
N -0.6884 0.1918 0.2385  -0.19
C -0.4015 -1.1408 0.8638  -0.76
H -0.7462 1.0674 -1.6801  0.35
H 0.3946 -0.2597 -1.5301  0.35
H -1.3552 -0.6863 -1.5396  0.40
H -1.6519 0.4432 0.4408  0.33
H 0.6445 -1.3505 1.0649  0.25
H -0.7288 -1.8988 0.1525  0.33
H -0.9987 -1.2790 1.7636  0.36

Calculated values
Charge   +1
Molar mass   64.11 g/mol
HOMO level   -17.3 eV
E_LUMO   -3.282 eV
Orbital gap   14.044 eV
Energy relative to the best compared isomer or geometry (same formula, charge and spin)   0.561 eV
Energy   -211.9378 hartree
Multiplicity   1

The following is a DFT calculation (the ωB97M-V functional and the def2-TZVPD basis) of a cluster of 3 separate species, C2H9NO4 in total in a non-equilibrium geometry.

Each line ends with the Mulliken charge.
Positions of all 16 atoms, in Å:
C 2.7278 -0.7733 -1.0340  -0.79
N 1.2948 -0.8071 -0.8071  -0.21
C 0.3944 0.1745 -1.0012  0.57
O -0.7498 -0.0590 -1.3558  -0.57
O 0.8146 1.4403 -0.7989  -0.47
H 2.9665 -0.8946 -2.1010  0.30
H 3.1590 -1.6675 -0.5853  0.28
H 3.1580 0.1681 -0.7072  0.30
H 0.9169 -1.7316 -0.9372  0.24
H 0.3263 1.9790 -1.4275  0.35
O -3.7786 -0.4396 2.7294  -0.65
H -4.0214 -0.6879 1.8112  0.32
H -3.4040 0.4650 2.6666  0.32
O -1.6428 1.1184 1.1466  -0.63
H -1.3957 0.2069 1.1704  0.33
H -0.7660 1.5083 1.2311  0.31

Calculated values
Charge   0
Molar mass   111.10 g/mol
SMILES   CNC(=O)O.O.O
HOMO level   -10.0 eV
E_LUMO   0.445 eV
Orbital gap   10.434 eV
Energy relative to the best compared isomer or geometry (same formula, charge and spin)   0.437 eV
Energy   -437.3313 hartree
Multiplicity   1

The following is a DFT calculation (the ωB97M-V functional and the def2-TZVPD basis) of a cluster of 2 separate species, C2H5BrS in total in a non-equilibrium geometry.

Each line ends with the Mulliken charge.
Positions of all 9 atoms, in Å:
C -0.5134 0.7977 0.5230  -1.17
C 0.3739 -0.1583 -0.2688  0.06
S -0.1346 -1.8480 -0.0128  -0.16
Br 2.0742 0.3845 -0.0835  -0.02
H -0.6013 1.8194 0.2034  0.35
H -1.5531 0.3550 0.4306  0.32
H -0.2817 0.7876 1.6700  0.34
H -0.2120 0.3666 -2.0434  0.15
H 0.8480 -2.5045 -0.4186  0.12

Calculated values
Charge   0
Molar mass   141.03 g/mol
HOMO level (alpha / beta)   -8.7 / -8.7 eV
E_LUMO (alpha / beta)   -0.354 / -0.354 eV
Orbital gap (alpha / beta)   8.340 / 8.339 eV
Energy relative to the best compared isomer or geometry (same formula, charge and spin)   3.477 eV
Energy   -3051.2571 hartree
Multiplicity   1